The following is a quantum chemistry calculation of a molecular structure, C32H55N4OP2Pb at a distorted geometry, from OMol25.

As for the orbital gap (spin up / spin down): 5.3 / 5.1 eV. As for the energy above the lowest of the compared OMol25 structures with the same formula, charge and spin: 105.82 kcal/mol. The spin multiplicity is 1. Its total charge is +3.

XYZ file:
```
95
C32H55N4OP2Pb | OMol25 | ωB97M-V with the def2-TZVPD basis set
C -2.2883 1.4583 -1.4880
C -1.7214 -0.8696 -1.6255
C -3.4177 1.2867 -2.2912
C -2.9302 -1.0830 -2.3576
C -3.7343 -0.0151 -2.7257
H -4.0272 2.1844 -2.5182
H -3.2016 -2.1159 -2.6402
H -4.6876 -0.1886 -3.2163
N -1.4562 0.4302 -1.1720
P -0.9333 3.2439 0.4560
P 0.0233 -2.9779 -0.2188
C -1.9875 2.9341 -1.0571
H -1.4292 3.4112 -1.8649
H -2.9018 3.5198 -0.9214
C -0.8064 -2.0422 -1.6234
H -1.2753 -2.7838 -2.1971
C 0.7656 -4.5198 -1.1452
C -0.5106 -3.3824 1.6643
C 0.5881 4.2825 0.0601
C -2.1934 4.0165 1.6001
C 2.2973 -4.3841 -1.0494
H 2.6458 -4.4571 -0.0124
H 2.7820 -5.2007 -1.6213
H 2.6314 -3.4181 -1.4558
C 0.2949 -5.8670 -0.5729
H 0.5803 -6.0475 0.4695
H -0.7983 -5.9759 -0.6569
H 0.7391 -6.6853 -1.1639
C 0.3504 -4.5069 -2.6346
H 1.0883 -5.0613 -3.2267
H -0.6146 -5.0134 -2.8223
H 0.2854 -3.4781 -3.0335
C 0.6280 -4.1239 2.4047
H 1.5271 -3.4864 2.4599
H 0.3074 -4.3367 3.4389
H 0.9120 -5.0826 1.9477
C -0.7830 -2.0862 2.4693
H 0.1286 -1.4805 2.5403
H -1.6072 -1.4912 2.0498
H -1.0645 -2.3290 3.5071
C -1.7909 -4.2363 1.5957
H -1.6085 -5.2346 1.1662
H -2.1873 -4.3818 2.6146
H -2.5576 -3.7222 1.0004
C -1.5056 4.3009 2.9437
H -2.2329 4.7847 3.6021
H -1.1645 3.3799 3.4200
H -0.6591 4.9766 2.8229
C -3.3198 2.9614 1.8076
H -3.7725 2.6365 0.8633
H -2.9556 2.0814 2.3494
H -4.1113 3.4321 2.4050
C -2.8469 5.3123 1.0779
H -3.4807 5.7041 1.8773
H -2.1130 6.0801 0.8338
H -3.4851 5.1500 0.2095
C 1.1617 3.9343 -1.3225
H 0.4950 4.2333 -2.1371
H 2.1029 4.4880 -1.4529
H 1.4003 2.8694 -1.4238
C 1.6525 3.9413 1.1360
H 1.9394 2.8846 1.1160
H 2.5604 4.5268 0.9447
H 1.3119 4.1707 2.1504
C 0.3154 5.7917 0.0896
H -0.4079 6.0966 -0.6735
H -0.0223 6.1555 1.0640
H 1.2558 6.3223 -0.1291
Pb -0.1677 0.6259 0.9231
C -1.0033 0.8731 3.5068
O -1.3008 0.5245 4.5525
N 1.0655 -0.7935 -0.6113
C 0.8929 -1.3003 -1.7339
C 1.7404 -1.0065 -3.0139
C 1.5484 -1.9001 -4.2414
C 1.3436 0.3815 -3.4256
C 3.2421 -0.9982 -2.6750
H 1.9721 -2.9281 -4.1059
H 0.4922 -1.8962 -4.5840
H 2.1812 -1.3758 -5.0034
H 1.5109 1.1340 -2.6567
H 1.8639 0.6368 -4.3418
H 0.2726 0.4221 -3.6208
H 3.8082 -0.4919 -3.4764
H 3.4451 -0.5047 -1.7244
H 3.6528 -2.0159 -2.6040
N 3.1144 0.3534 4.2925
C 3.6124 -0.6508 3.4355
C 2.7027 -0.7290 2.4119
N 1.6702 0.1771 2.6587
C 1.9591 0.8080 3.7748
H 3.5662 0.6540 5.1552
H 4.5141 -1.1865 3.6024
H 2.7292 -1.3613 1.5134
H 1.3927 1.6310 4.2846
```

These are the Mulliken partial charges, in e, on atoms 1 to 8: atom 1 (C): 0.548, atom 2 (C): 0.115, atom 3 (C): -0.524, atom 4 (C): -1.138, atom 5 (C): -1.054, atom 6 (H): 0.517, atom 7 (H): 0.537, atom 8 (H): 0.441